{"formula": "C35H72N2O13PS", "method": "ωB97M-V/def2-TZVPD", "symbols": ["C", "C", "C", "C", "N", "C", "C", "C", "S", "N", "C", "O", "P", "O", "O", "O", "H", "H", "H", "H", "H", "H", "H", "H", "H", "H", "H", "H", "H", "H", "H", "H", "H", "H", "C", "C", "O", "C", "H", "H", "H", "H", "H", "H", "C", "C", "O", "C", "H", "H", "H", "H", "H", "H", "C", "C", "O", "C", "H", "H", "H", "H", "H", "H", "C", "C", "O", "C", "H", "H", "H", "H", "H", "H", "C", "C", "O", "C", "H", "H", "H", "H", "H", "H", "C", "C", "O", "C", "H", "H", "H", "H", "H", "H", "C", "C", "O", "C", "H", "H", "H", "H", "H", "H", "C", "C", "O", "C", "H", "H", "H", "H", "H", "H", "C", "C", "O", "C", "H", "H", "H", "H", "H", "H"], "positions_angstrom": [[3.5776, -1.7644, 3.3919], [3.3946, -0.9736, 1.9911], [3.6869, 0.5565, 2.3365], [1.9028, -1.2789, 1.5490], [1.5345, -0.9907, 0.1112], [0.9664, 0.3770, -0.1818], [1.9929, 1.5016, -0.6416], [2.1361, 1.6429, -2.2508], [1.7125, 3.3538, -2.8199], [0.4625, -1.9187, -0.1989], [-0.5743, -1.7553, 0.4954], [-1.5521, -1.4012, 1.0150], [2.7727, -1.5486, -1.0940], [2.0718, -1.7079, -2.3995], [3.1307, -3.1010, -0.5960], [4.1603, -0.7198, -1.1593], [3.6855, -1.0529, 4.2604], [4.4506, -2.4744, 3.3595], [2.6673, -2.3975, 3.6372], [4.2024, -1.3962, 1.3351], [4.3275, 0.6968, 3.2533], [2.7663, 1.1873, 2.4668], [4.3196, 0.9622, 1.4789], [1.2596, -0.7243, 2.3076], [1.7727, -2.3913, 1.7278], [0.4266, 0.8211, 0.7138], [0.1835, 0.3671, -1.0061], [3.0017, 1.4690, -0.1585], [1.5258, 2.4863, -0.3216], [1.5013, 0.8768, -2.7844], [3.2289, 1.4853, -2.4889], [2.7937, 4.1208, -2.4301], [3.0304, -3.7084, -1.3561], [4.3877, -0.1695, -0.3842], [-1.5378, -5.5624, 4.1030], [-0.7327, -5.2389, 2.8722], [0.4814, -5.2652, 2.8850], [-1.4930, -4.8796, 1.6207], [-0.8617, -5.8014, 4.9246], [-2.1447, -4.7005, 4.3879], [-2.1773, -6.4265, 3.9129], [-2.0961, -3.9864, 1.7985], [-2.1310, -5.7118, 1.3183], [-0.7841, -4.6716, 0.8161], [-1.6649, 0.3522, -5.5689], [-1.1548, 1.1763, -4.4152], [-0.4448, 0.6836, -3.5522], [-1.5528, 2.6224, -4.3689], [-1.2956, -0.6698, -5.4685], [-2.7563, 0.3358, -5.5553], [-1.3074, 0.7634, -6.5144], [-2.6383, 2.7077, -4.3083], [-1.1843, 3.1350, -5.2564], [-1.1140, 3.0911, -3.4869], [1.0358, 6.9565, -6.3344], [0.5705, 5.5515, -6.0527], [-0.1937, 5.3104, -5.1397], [1.0914, 4.4578, -6.9490], [0.5832, 7.6390, -5.6138], [2.1216, 7.0152, -6.2379], [0.7305, 7.2551, -7.3391], [2.1796, 4.4067, -6.8793], [0.7884, 4.6465, -7.9807], [0.6756, 3.5007, -6.6316], [-3.3850, 8.5759, -2.8057], [-2.0607, 8.0837, -2.2788], [-1.4320, 8.7213, -1.4599], [-1.5504, 6.7697, -2.8099], [-3.6277, 9.5307, -2.3378], [-3.3251, 8.7204, -3.8862], [-4.1713, 7.8577, -2.5649], [-1.4088, 6.8335, -3.8883], [-2.2560, 5.9717, -2.5685], [-0.5906, 6.5404, -2.3450], [1.7219, -2.2369, 6.7356], [3.0492, -1.9804, 7.4035], [3.7090, -0.9969, 7.1321], [3.5188, -2.9899, 8.4139], [1.5078, -1.4303, 6.0319], [1.7559, -3.1797, 6.1852], [0.9287, -2.2672, 7.4855], [3.6333, -3.9689, 7.9371], [2.8039, -3.0528, 9.2372], [4.4853, -2.6791, 8.8125], [3.3741, -6.0209, 5.3095], [4.3395, -6.4039, 6.4028], [4.2966, -5.8778, 7.4964], [5.3592, -7.4653, 6.0842], [2.6984, -5.2478, 5.6777], [3.9214, -5.6276, 4.4506], [2.7832, -6.8893, 5.0131], [5.9942, -7.1357, 5.2596], [4.8559, -8.3981, 5.8224], [5.9851, -7.6393, 6.9600], [-1.2213, 1.0545, 6.3497], [-0.7708, 0.4631, 5.0416], [0.3973, 0.4444, 4.7181], [-1.8214, -0.1163, 4.1318], [-0.3543, 1.4295, 6.8944], [-1.9059, 1.8849, 6.1662], [-1.7114, 0.2892, 6.9547], [-2.5345, 0.6583, 3.8435], [-2.3377, -0.9365, 4.6345], [-1.3395, -0.5041, 3.2295], [-4.4660, -3.0566, -1.5078], [-3.9869, -2.8548, -2.9238], [-4.7568, -2.5704, -3.8144], [-2.5116, -3.0208, -3.1855], [-5.5452, -2.9063, -1.4665], [-4.2413, -4.0740, -1.1805], [-3.9857, -2.3327, -0.8455], [-2.2034, -4.0379, -2.9339], [-1.9446, -2.2947, -2.5978], [-2.3099, -2.8480, -4.2429], [-6.1369, 2.6496, -5.0026], [-5.3109, 2.9884, -6.2166], [-4.0973, 2.9474, -6.1861], [-6.0502, 3.3796, -7.4689], [-5.4750, 2.3868, -4.1762], [-6.7380, 3.5123, -4.7091], [-6.7830, 1.7966, -5.2185], [-6.6474, 4.2746, -7.2842], [-6.6925, 2.5587, -7.7935], [-5.3315, 3.5956, -8.2602]], "forces_ev_per_a": [[-0.64, -0.45, 0.16], [0.08, 0.24, 2.23], [0.79, 0.10, -1.19], [1.89, -0.54, 2.34], [-1.07, -0.19, 0.85], [-0.20, 3.43, -0.59], [-0.57, 0.66, -0.82], [1.46, -0.24, 1.11], [0.06, -0.20, -0.01], [-1.78, -0.87, 0.93], [0.61, 1.78, -0.75], [0.81, -1.32, -0.49], [0.76, -3.96, -4.36], [1.10, 1.37, 1.95], [-0.07, 2.65, 0.48], [-1.97, -0.35, 1.28], [0.01, -0.78, -1.00], [-0.81, 0.87, 0.00], [1.00, 0.64, -0.35], [-1.05, 0.35, 0.25], [-0.76, -0.43, -0.98], [0.80, -0.69, -0.20], [-0.87, 0.05, 1.05], [0.35, -0.45, -1.35], [-0.02, 1.34, -0.70], [0.83, -1.31, -0.57], [1.15, -0.75, 0.81], [-1.00, -0.11, -0.24], [0.51, -1.28, -0.11], [0.70, 1.23, 0.43], [-1.30, -0.06, -0.01], [-0.49, -0.99, -0.05], [-0.20, 0.53, 0.24], [0.02, -0.27, -0.28], [0.31, -0.06, 0.15], [0.44, -0.07, 0.12], [-0.26, 0.17, -0.05], [0.29, 0.11, -0.18], [-0.04, 0.02, -0.09], [-0.17, -0.12, -0.08], [-0.16, 0.15, 0.01], [-0.23, -0.17, 0.03], [-0.15, 0.14, 0.05], [-0.02, -0.09, 0.05], [0.26, -0.38, 0.27], [0.00, 0.10, 0.12], [-0.29, -0.09, -0.02], [0.21, -0.23, 0.53], [-0.01, 0.09, -0.02], [0.02, 0.18, -0.18], [-0.22, 0.10, 0.00], [0.03, 0.04, -0.34], [-0.29, 0.07, 0.01], [0.05, -0.01, -0.13], [-0.21, 0.10, 0.28], [-0.23, -0.06, 0.28], [0.32, 0.09, -0.39], [-0.20, -0.22, 0.18], [0.04, -0.07, -0.05], [-0.01, 0.02, -0.21], [0.21, -0.02, -0.04], [-0.01, 0.07, -0.18], [0.20, 0.05, -0.02], [0.06, 0.08, -0.01], [0.01, 0.32, 0.19], [0.27, 0.12, 0.38], [-0.16, -0.11, -0.20], [0.15, 0.22, 0.27], [0.04, -0.09, -0.03], [-0.12, -0.18, -0.01], [0.01, -0.04, -0.21], [-0.16, -0.21, 0.04], [-0.05, -0.01, -0.24], [-0.07, 0.03, -0.06], [-0.06, 0.33, -0.31], [0.43, 0.29, 0.20], [-0.21, -0.22, -0.17], [0.21, 0.23, -0.08], [0.04, -0.02, 0.08], [-0.12, -0.10, 0.19], [0.01, -0.23, -0.03], [-0.20, 0.11, 0.25], [-0.06, -0.18, -0.08], [-0.10, 0.00, -0.04], [-0.12, 0.23, 0.23], [0.05, 0.11, 0.38], [0.02, -0.30, -0.39], [0.12, 0.03, 0.34], [0.04, -0.09, -0.03], [-0.06, -0.19, -0.10], [0.10, 0.03, -0.19], [-0.11, -0.14, -0.11], [0.06, 0.05, -0.20], [-0.07, 0.04, -0.07], [0.40, 0.07, 0.04], [0.10, 0.01, 0.00], [0.14, -0.03, -0.18], [0.21, -0.09, -0.26], [-0.06, -0.05, -0.07], [-0.15, -0.14, 0.07], [-0.18, 0.10, -0.06], [-0.15, -0.12, 0.12], [-0.18, 0.14, 0.00], [-0.11, 0.09, 0.24], [-0.32, 0.05, -0.06], [-0.27, 0.12, -0.39], [0.19, -0.03, 0.25], [-0.05, 0.04, -0.28], [0.10, -0.01, -0.02], [0.13, 0.08, 0.11], [0.10, -0.14, 0.07], [0.10, 0.09, 0.15], [0.10, -0.13, 0.06], [-0.02, 0.00, 0.11], [0.30, -0.06, 0.18], [0.36, 0.01, -0.06], [-0.34, -0.04, -0.01], [0.32, 0.05, -0.16], [-0.05, 0.02, -0.08], [-0.16, -0.12, -0.08], [-0.15, 0.14, 0.00], [-0.17, -0.14, -0.01], [-0.16, 0.13, 0.08], [-0.05, -0.03, 0.09]], "lowdin_charge": [-0.047, -0.339, -0.061, -0.114, -0.226, -0.110, -0.210, -0.535, 0.712, 0.131, -0.239, 0.231, 0.611, -0.222, -0.119, -0.074, 0.079, 0.094, 0.077, 0.116, 0.095, 0.093, 0.067, 0.148, 0.140, 0.152, 0.147, 0.075, 0.105, 0.042, 0.069, -0.117, 0.107, 0.075, -0.014, -0.500, 0.053, -0.025, 0.084, 0.086, 0.092, 0.073, 0.094, 0.075, -0.003, -0.461, 0.007, -0.029, 0.075, 0.087, 0.091, 0.071, 0.066, 0.052, -0.012, -0.485, 0.028, -0.012, 0.081, 0.090, 0.090, 0.090, 0.091, 0.069, -0.026, -0.504, 0.062, -0.031, 0.082, 0.084, 0.083, 0.060, 0.087, 0.082, -0.021, -0.496, 0.054, -0.015, 0.053, 0.064, 0.089, 0.049, 0.092, 0.090, -0.014, -0.484, 0.055, -0.018, 0.060, 0.086, 0.090, 0.087, 0.088, 0.086, -0.011, -0.500, 0.042, -0.013, 0.090, 0.092, 0.091, 0.096, 0.092, 0.045, -0.022, -0.503, 0.074, -0.018, 0.086, 0.082, 0.071, 0.086, 0.072, 0.079, -0.018, -0.492, 0.051, -0.020, 0.077, 0.088, 0.090, 0.088, 0.089, 0.084], "e_tot_ha": -3203.6867, "orbital_gap_ha": 0.2583, "lumo_ev": -3.61, "total_charge": 1}